{
  "formula": "C38H98N10O14",
  "method": "ωB97M-V with the def2-TZVPD basis set",
  "e_tot_ev": -84546.9888,
  "orbital_gap_ev": 8.517,
  "e_above_lowest_kj_mol": 777.4,
  "species": ["O", "O", "O", "O", "O", "O", "O", "O", "O", "O", "O", "O", "O", "O", "N", "N", "N", "N", "N", "N", "N", "N", "N", "N", "C", "C", "C", "C", "C", "C", "C", "C", "C", "C", "C", "C", "C", "C", "C", "C", "C", "C", "C", "C", "C", "C", "C", "C", "C", "C", "C", "C", "C", "C", "C", "C", "C", "C", "C", "C", "C", "C", "H", "H", "H", "H", "H", "H", "H", "H", "H", "H", "H", "H", "H", "H", "H", "H", "H", "H", "H", "H", "H", "H", "H", "H", "H", "H", "H", "H", "H", "H", "H", "H", "H", "H", "H", "H", "H", "H", "H", "H", "H", "H", "H", "H", "H", "H", "H", "H", "H", "H", "H", "H", "H", "H", "H", "H", "H", "H", "H", "H", "H", "H", "H", "H", "H", "H", "H", "H", "H", "H", "H", "H", "H", "H", "H", "H", "H", "H", "H", "H", "H", "H", "H", "H", "H", "H", "H", "H", "H", "H", "H", "H", "H", "H", "H", "H", "H", "H"],
  "positions_angstrom": [[2.78695, -2.85668, 2.25721], [-3.64087, -0.21600, 0.26303], [4.50189, -2.04055, -1.70939], [3.65445, -3.26199, -7.20820], [-4.65587, -1.02660, 10.46964], [1.34525, 0.83542, 0.21200], [-1.24367, 4.82709, -3.87439], [-5.20428, 1.92674, 5.91933], [-2.97743, 1.66898, -6.29516], [1.40863, 4.12800, 1.18703], [-1.51996, -0.00896, 7.27071], [4.82996, -7.27614, 2.09235], [5.35969, 2.41593, -3.27561], [1.24429, 0.45180, -7.87678], [2.61677, 2.45184, 2.06272], [3.03988, -6.02616, 2.66602], [3.15312, 4.57505, 2.37838], [2.79014, 1.03835, -5.56604], [-2.42726, -2.12240, 9.23414], [-2.38845, 1.68276, -3.77121], [-4.61201, 1.31284, 2.31544], [2.01692, -1.64544, -4.47663], [4.42090, -5.33736, 1.17027], [0.87213, -0.52514, 2.55344], [3.47635, 1.54091, -4.36571], [1.82166, -2.57914, 3.37316], [4.05364, -2.07208, -3.13587], [-5.78944, -0.55422, 11.24351], [-4.84639, 0.52038, -0.02341], [-5.25858, 1.40527, 3.64077], [-0.08737, 0.60261, 0.45146], [-2.70300, 2.87395, -2.94320], [-0.82241, 4.18114, -5.03553], [-3.16734, -1.13749, -0.66238], [2.53579, -1.67635, -3.12287], [-4.05952, 1.39871, -5.45631], [1.68466, 1.18344, -1.07124], [-2.96252, -2.47000, 10.59564], [0.18602, -0.05228, -8.70554], [2.28842, 3.70368, 1.90484], [-1.10683, -1.41487, 9.25363], [3.29276, -4.60558, -7.55183], [-3.42872, 0.80947, -4.16253], [4.14637, -6.29839, 1.96557], [2.32056, 2.05295, -6.45063], [4.71015, 2.35563, -4.55834], [4.82217, 3.34224, -2.35744], [-1.52502, 3.89645, -2.77043], [2.00803, -2.78504, -5.38858], [-0.26302, 0.19691, 2.01356], [3.93207, -2.08631, 2.14231], [-3.51393, -1.30742, 11.23295], [-5.52515, 0.83615, 1.28569], [5.93127, -2.32104, -1.68547], [0.99064, 1.63294, -7.14598], [2.56789, -2.35013, -6.78926], [0.53132, -1.86646, 2.84238], [-3.31567, 2.49517, -7.43484], [-5.19037, 0.70721, 6.65470], [-1.07431, -0.00848, 8.61348], [-4.37659, 1.95472, 4.76390], [-0.39113, 0.14994, 6.41311], [2.52297, -0.70768, -2.62326], [2.86076, -6.64383, 3.44481], [-4.05106, 3.29846, -7.38979], [3.35903, 2.20310, 2.70090], [-2.98470, 2.60233, -1.92586], [0.09660, 1.11032, 6.24613], [3.08363, -1.39314, -6.86860], [2.40868, -2.19510, 4.20743], [-4.52922, 2.29478, -5.05068], [-2.19492, -2.82859, 11.28143], [-5.55911, 0.39185, 3.90675], [-0.43955, -2.03771, 8.65790], [-6.10955, -0.07556, 1.40967], [-0.65823, -1.45939, 10.24604], [2.78079, -3.49313, -5.08932], [-2.70227, -2.05229, -0.29503], [0.18051, 1.32006, -6.48728], [4.05933, -5.10575, -8.14370], [4.65584, -1.44388, -3.79222], [-0.89373, -0.08695, 5.47536], [0.86695, 2.51217, -7.77825], [5.48347, 3.43074, -1.49549], [-3.72321, -1.59250, 12.26398], [0.19324, -2.34951, 1.92560], [6.37032, -1.42399, -2.12207], [2.53236, -5.15351, 2.63435], [-3.57120, 3.43777, -3.28440], [-0.73280, 1.45536, 0.24091], [-6.34674, 1.51769, 1.06521], [5.29250, -5.41947, 0.66660], [-0.41513, 1.18522, 2.44740], [3.96599, -3.11801, -3.42989], [-0.58918, -0.66900, -8.25075], [2.20252, 1.83289, 1.38052], [3.13306, 2.20575, -7.16098], [-0.05012, 0.36401, 8.63335], [0.24643, -0.73410, 6.42273], [-1.65944, 4.22879, -5.73211], [-2.37089, -0.76838, -1.30853], [4.77006, 4.38713, -2.66337], [-5.94356, 0.69605, 7.44253], [-5.57263, 0.00160, -0.64914], [-0.37850, 0.77375, -9.13808], [3.30568, 0.40742, -6.16291], [-5.19379, -0.25719, 6.14675], [3.05938, 5.57927, 2.32503], [-2.83937, -0.46589, 11.07516], [3.78810, -1.00969, 2.05139], [1.20041, 0.58355, -1.84179], [3.97453, 4.20121, 2.83184], [-3.72300, -3.22654, 10.40217], [2.36282, 3.08532, -6.10348], [-4.23641, 0.71086, 7.18198], [-4.25249, 0.78379, -3.44920], [3.81186, -4.54350, 1.03261], [3.92647, 2.93264, -1.89047], [-4.84874, 0.81637, -5.93183], [2.00729, -2.34514, -2.44352], [-4.06564, -1.35292, -1.24096], [-4.63521, 1.40142, -0.62945], [-1.86297, 4.53586, -1.95493], [-0.33094, -0.32671, -0.06347], [2.76195, 1.02102, -1.10550], [6.22543, -3.13602, -2.34682], [-6.59964, -0.51180, 10.51559], [4.55458, 3.39753, -4.83824], [-3.12742, -1.60925, 8.71784], [-5.69218, 0.42298, 11.71651], [-2.43590, 3.09003, -7.68027], [-0.69153, 3.44803, -2.22976], [5.19723, 1.58033, -5.14975], [1.07081, -3.33807, -5.32635], [2.76143, 2.12974, -3.79102], [1.82696, -2.37179, -7.58842], [1.38912, -0.48085, 1.68692], [-5.96970, -1.18344, 12.11511], [3.69747, 0.65845, -3.76532], [3.09037, -5.25902, -6.70321], [1.94338, -0.70939, -4.84877], [0.64087, -0.76582, -9.39261], [-4.12668, 3.01011, 4.65528], [-0.47164, 3.14912, -5.03913], [1.38725, 2.20789, -1.29516], [-2.92863, -0.13639, -4.37076], [-3.49873, 1.82251, -8.27276], [2.37899, -4.69403, -8.13946], [-6.24967, 1.84260, 3.52008], [6.26586, -2.51160, -0.66575], [1.34326, -3.40082, 3.90614], [4.51957, -2.18289, 3.05533], [-1.61970, 0.71562, 9.21874], [-3.40636, 1.48778, 4.93343], [-0.01591, 4.79254, -5.44030], [-3.90223, 0.59570, 2.27053], [-1.91780, 1.93513, -4.62847], [4.74002, -2.38479, 1.47431], [-1.26689, -0.15712, 2.24809], [-0.17499, -1.70836, 3.65738]],
  "forces_ev_per_a": [[-2.38, -1.30, 0.18], [-0.18, 0.61, 1.35], [0.72, -0.71, -1.86], [-0.59, -0.34, -0.10], [-2.22, 1.19, 1.05], [-2.24, -0.62, 1.79], [-0.03, -2.18, 2.47], [-0.53, -0.65, 0.31], [-0.75, 1.40, -1.37], [-2.15, -0.32, -0.84], [1.09, 0.76, 0.74], [0.99, -1.99, 0.48], [0.80, 0.22, -0.37], [0.14, -0.69, -0.81], [0.43, -2.47, 0.84], [-2.26, -0.91, 2.15], [2.97, 1.71, 2.47], [-0.09, 0.46, 1.20], [1.04, -0.20, 1.18], [1.25, 1.43, 1.73], [-0.77, -0.02, -0.55], [-0.52, 0.39, 0.77], [2.00, 3.72, -4.02], [-0.30, 2.12, -1.65], [-2.11, -0.45, 0.04], [-0.14, 0.06, -0.86], [-1.89, -0.68, 2.57], [0.70, -0.16, -0.64], [0.99, 0.35, -0.46], [0.76, -1.51, -1.04], [0.77, -1.80, 1.87], [0.90, 0.30, -0.78], [0.00, 0.82, -1.49], [-0.66, -0.05, -1.50], [1.68, 0.05, -0.45], [-0.03, -0.29, 1.46], [0.16, 0.35, -1.17], [1.76, -0.98, -2.28], [0.23, 0.20, 0.42], [-0.37, 2.14, -2.08], [-0.69, -0.56, -1.10], [-0.53, 0.19, 0.15], [-0.96, -0.01, -1.39], [-0.92, -0.87, 1.84], [-0.20, -0.10, -1.09], [0.06, -1.07, 1.86], [0.33, -0.46, 1.05], [-1.52, 0.71, 0.40], [1.58, 1.27, 0.23], [-0.77, 3.19, -1.02], [1.55, 1.17, 2.18], [-0.99, 0.91, 0.02], [-0.68, 0.18, -0.81], [-1.12, 0.94, -0.55], [1.53, 0.16, 0.14], [0.40, -2.10, -0.67], [2.38, 0.34, 1.03], [1.44, -0.44, -0.36], [1.38, 0.38, 0.96], [0.17, -0.33, 1.26], [-1.24, 0.84, 0.15], [-1.96, -1.83, -2.36], [-0.49, 0.09, -0.52], [-0.14, 0.15, -0.25], [-0.73, -0.58, 0.91], [-0.33, -0.31, -0.40], [0.24, -0.49, 0.11], [-0.04, 0.12, 0.95], [-0.41, -0.06, 0.66], [-0.23, 1.23, -0.27], [-0.13, 0.61, -0.55], [0.42, -0.59, -0.56], [0.12, -0.44, 0.52], [0.24, -0.02, -0.23], [0.19, -0.65, 1.43], [-0.22, 0.48, 0.21], [-0.02, -0.15, 0.31], [-0.57, -0.02, 0.98], [-0.17, 1.10, 0.50], [0.36, 0.51, 0.12], [0.09, -0.05, 0.07], [0.16, 0.53, -0.69], [-1.21, -0.10, -0.47], [0.54, -0.43, -0.12], [-0.26, 0.69, 0.36], [-0.49, -0.79, 0.39], [0.66, 0.07, 0.35], [0.45, -0.11, -0.10], [-0.20, 0.22, -0.46], [0.23, -0.05, -0.33], [0.21, 0.70, 0.09], [-0.37, 0.20, -0.13], [0.81, 0.31, 0.64], [1.11, -0.09, -0.33], [0.07, 0.06, 1.12], [-0.04, -0.64, 0.33], [-0.36, -0.26, -1.25], [0.24, -0.14, 0.15], [0.74, 0.31, 0.87], [0.01, -0.19, -0.40], [-0.17, 0.71, -0.31], [-0.57, -0.07, -0.76], [-0.31, 0.31, -0.39], [0.13, -0.78, -0.01], [0.33, 0.03, -0.64], [0.51, -0.24, 0.66], [-0.43, 0.24, -0.78], [-0.36, -0.51, -0.13], [0.30, 0.17, 0.90], [-0.48, 0.05, -0.42], [-0.10, -0.39, 0.09], [-0.06, 0.54, 0.02], [0.00, -0.10, 0.50], [-1.01, -0.10, 1.02], [0.25, -0.25, 0.29], [0.29, -0.55, 0.38], [0.26, -0.13, 0.01], [-0.57, 0.50, -0.37], [0.10, -0.39, -0.10], [-0.05, -0.31, -0.07], [0.42, -0.81, -0.69], [0.56, 0.36, 0.21], [-0.35, 0.44, -0.25], [-0.24, 0.35, -0.82], [0.06, 0.31, -0.44], [-0.27, -0.38, 0.12], [-0.19, -0.17, 0.43], [0.12, -0.30, -1.08], [-0.02, 0.13, 0.04], [0.56, 0.47, -0.46], [0.44, -0.36, -0.02], [0.81, -0.38, -1.09], [1.52, 1.29, -0.68], [-0.28, 0.15, -0.70], [-0.47, -0.13, -0.01], [-0.29, 0.03, 0.05], [1.47, -0.56, 0.33], [-0.30, -0.64, -0.31], [0.42, 0.18, 0.11], [0.21, 0.18, 0.54], [-0.02, -0.25, -0.34], [0.14, 0.62, -0.46], [-0.18, 0.09, -0.44], [0.06, -0.04, 0.83], [0.31, 0.38, 0.08], [-0.64, -0.47, 0.15], [-0.35, 0.18, -0.13], [-0.24, 0.54, -0.29], [0.39, 1.01, 0.22], [-0.13, 0.15, -0.07], [0.81, -1.57, -0.88], [-0.04, 0.12, 0.74], [-0.55, -0.01, -0.12], [-0.08, -0.71, -0.19], [0.12, -0.05, -0.25], [0.50, 0.11, 0.66], [0.16, 0.25, 0.27], [-1.05, -0.63, -1.02], [0.02, -1.09, -0.58], [-0.41, -1.22, -0.03]],
  "lowdin_charge": [-0.22, -0.20, -0.22, -0.22, -0.20, -0.26, -0.16, -0.20, -0.21, 0.02, -0.19, 0.05, -0.19, -0.21, 0.19, 0.16, 0.15, -0.07, -0.04, -0.07, -0.04, -0.07, 0.18, -0.07, -0.22, -0.12, -0.17, -0.08, -0.21, -0.19, -0.09, -0.17, -0.13, -0.12, -0.20, -0.23, -0.13, -0.22, -0.09, -0.78, -0.18, -0.12, -0.22, -0.80, -0.21, -0.19, -0.11, -0.16, -0.16, -0.19, -0.14, -0.28, -0.24, -0.10, -0.20, -0.13, -0.20, -0.08, -0.11, -0.23, -0.19, -0.11, 0.06, 0.11, 0.09, 0.11, 0.10, 0.10, 0.10, 0.12, 0.11, 0.12, 0.11, 0.10, 0.11, 0.11, 0.09, 0.09, 0.12, 0.08, 0.12, 0.07, 0.12, 0.09, 0.13, 0.13, 0.08, 0.07, 0.11, 0.13, 0.12, 0.12, 0.10, 0.11, 0.08, 0.06, 0.12, 0.11, 0.09, 0.08, 0.07, 0.09, 0.08, 0.12, 0.08, 0.09, 0.08, 0.12, 0.13, 0.08, 0.09, 0.10, 0.12, 0.12, 0.07, 0.11, 0.09, 0.07, 0.12, 0.12, 0.08, 0.10, 0.11, 0.11, 0.10, 0.08, 0.09, 0.13, 0.09, 0.08, 0.07, 0.10, 0.13, 0.11, 0.12, 0.10, 0.08, 0.08, 0.10, 0.07, 0.07, 0.08, 0.12, 0.07, 0.09, 0.12, 0.09, 0.08, 0.12, 0.07, 0.10, 0.08, 0.11, 0.12, 0.09, 0.09, 0.06, 0.07, 0.10, 0.11]
}